ORCA calculation (ωB97M-V/def2-TZVPD) on a molecular structure, C49H48CaF4N9O5STe.

The relative energy (zero: lowest compared OMol25 entry of this formula, charge and spin) is 49.2 kJ/mol. Its total charge is -1. The highest occupied orbital energy (spin up / spin down) comes out at -2.2 / -1.5 eV. The calculation puts the LUMO energy (spin up / spin down) at 1.61 / 1.61 eV.

Last column: Löwdin charge in e.
Cartesian coordinates (Å):
Ca1 0.731 0.607 -0.507  1.24
C1 -0.999 -2.517 -7.311  -0.09
O1 0.261 -2.200 -7.865  -0.08
C2 1.354 -2.479 -7.103  -0.29
C3 2.587 -2.160 -7.657  -0.01
C4 3.751 -2.404 -6.953  -0.04
C5 3.721 -2.951 -5.672  -0.31
C6 2.482 -3.283 -5.136  -0.02
C7 1.304 -3.059 -5.842  0.00
N1 4.971 -3.302 -5.068  0.04
N2 5.105 -3.337 -3.837  0.06
C8 4.188 -2.712 -2.977  -0.28
C9 3.990 -3.336 -1.760  -0.03
C10 2.969 -2.981 -0.886  -0.01
C11 2.113 -1.910 -1.165  -0.39
O2 1.094 -1.593 -0.467  -0.31
C12 2.471 -1.098 -2.336  -0.12
N3 1.801 0.075 -2.478  0.02
C13 2.097 0.866 -3.487  -0.13
C14 3.108 0.569 -4.408  -0.02
C15 3.809 -0.597 -4.266  -0.01
C16 3.483 -1.496 -3.232  -0.12
H1 -1.742 -2.202 -8.038  0.09
H2 -1.173 -1.985 -6.371  0.08
H3 -1.103 -3.591 -7.133  0.09
H4 2.616 -1.722 -8.647  0.12
H5 4.713 -2.154 -7.385  0.11
H6 2.431 -3.736 -4.152  0.12
H7 0.363 -3.326 -5.380  0.09
H8 4.618 -4.193 -1.540  0.11
H9 2.813 -3.525 0.037  0.11
H10 1.538 1.794 -3.539  0.10
H11 3.341 1.264 -5.204  0.11
H12 4.641 -0.808 -4.926  0.11
F1 4.673 5.513 -2.722  0.04
C17 3.975 5.452 -1.558  -0.23
C18 2.999 4.489 -1.431  0.05
C19 2.215 4.443 -0.250  -0.08
C20 1.219 3.451 -0.102  -0.31
O3 1.018 2.580 -1.054  -0.27
C21 0.417 3.505 1.117  -0.04
C22 0.663 4.472 2.031  0.00
N4 1.654 5.404 1.899  0.00
C23 1.915 6.337 2.957  -0.29
C24 1.790 5.890 4.379  -0.10
C25 3.147 6.165 3.794  -0.10
C26 2.469 5.420 0.754  -0.12
C27 3.480 6.349 0.598  0.04
C28 4.280 6.366 -0.569  -0.21
N5 5.330 7.335 -0.666  -0.11
C29 4.987 8.529 -1.434  -0.17
C30 6.006 9.614 -1.131  -0.23
N6 7.356 9.112 -1.509  -0.06
C31 7.686 7.887 -0.725  -0.22
C32 6.645 6.827 -1.044  -0.17
C33 -0.680 2.527 1.486  -0.58
O4 -1.520 2.845 2.332  0.01
O5 -0.670 1.382 0.882  -0.39
H13 2.824 3.753 -2.203  0.10
H14 0.061 4.527 2.922  0.13
H15 1.622 7.357 2.726  0.15
H16 1.526 4.857 4.560  0.10
H17 1.381 6.594 5.092  0.10
H18 3.778 5.316 3.565  0.11
H19 3.675 7.055 4.112  0.10
H20 3.701 7.078 1.366  0.10
H21 3.993 8.864 -1.132  0.13
H22 4.967 8.340 -2.517  0.12
H23 6.022 9.814 -0.064  0.11
H24 5.826 10.539 -1.682  0.08
H25 8.127 9.891 -1.404  0.00
H26 7.326 8.843 -2.518  0.07
H27 7.643 8.150 0.327  0.11
H28 8.698 7.581 -0.992  0.09
H29 6.849 5.918 -0.478  0.14
H30 6.719 6.577 -2.109  0.11
S1 -5.234 -0.419 -0.662  1.04
C34 -5.098 0.611 0.697  -0.40
C35 -3.929 0.425 1.360  -0.18
C36 -3.134 -0.593 0.765  -0.43
C37 -3.696 -1.117 -0.362  -0.53
C38 -3.039 -2.083 -1.263  -0.31
C39 -3.521 -2.439 -2.516  -0.03
C40 -2.795 -3.330 -3.286  -0.07
C41 -1.608 -3.845 -2.790  -0.06
C42 -1.202 -3.437 -1.531  -0.11
N7 -1.902 -2.580 -0.791  0.01
H31 -5.901 1.294 0.933  0.07
H32 -3.621 1.026 2.206  0.10
H33 -4.446 -2.006 -2.877  0.10
H34 -3.148 -3.619 -4.268  0.11
H35 -1.014 -4.550 -3.355  0.10
H36 -0.285 -3.814 -1.089  0.12
F2 2.725 1.466 2.138  -0.04
C43 2.254 0.404 1.379  -0.46
F3 1.526 -0.346 2.392  -0.14
F4 3.401 -0.378 1.246  -0.04
C44 -1.669 -2.996 2.131  -0.30
Te1 -1.165 -1.098 1.276  1.88
C45 -1.458 -0.333 3.238  -0.29
H37 -2.720 -3.013 2.411  0.02
H38 -1.042 -3.116 3.015  0.02
H39 -1.461 -3.794 1.423  0.00
H40 -0.611 -0.640 3.850  0.02
H41 -2.381 -0.752 3.638  0.02
H42 -1.506 0.754 3.199  0.00
C46 -1.326 3.893 -3.113  -0.01
N8 -1.462 2.455 -2.954  -0.11
C47 -1.185 1.488 -3.900  -0.08
C48 -1.249 0.295 -3.244  -0.14
N9 -1.562 0.507 -1.911  0.05
C49 -1.681 1.815 -1.790  -0.18
H43 -1.981 4.258 -3.903  0.08
H44 -0.293 4.147 -3.347  0.09
H45 -1.584 4.376 -2.175  0.10
H46 -0.964 1.736 -4.925  0.12
H47 -1.105 -0.701 -3.639  0.10
H48 -1.964 2.332 -0.886  0.14